{
  "formula": "C48H52BCl2F8NO29",
  "method": "ωB97M-V/def2-TZVPD",
  "elements": ["N", "B", "O", "C", "C", "C", "C", "C", "Cl", "C", "C", "C", "C", "C", "C", "C", "Cl", "C", "O", "C", "C", "C", "O", "C", "C", "C", "C", "C", "O", "C", "C", "C", "O", "H", "H", "H", "H", "H", "H", "H", "H", "H", "H", "H", "H", "H", "H", "H", "H", "H", "H", "H", "H", "H", "H", "H", "H", "H", "H", "H", "H", "C", "C", "O", "C", "O", "O", "F", "H", "H", "H", "C", "C", "O", "C", "O", "O", "F", "H", "H", "H", "C", "C", "O", "C", "O", "O", "F", "H", "H", "H", "C", "C", "O", "C", "O", "O", "F", "H", "H", "H", "C", "C", "O", "C", "O", "O", "F", "H", "H", "H", "C", "C", "O", "C", "O", "O", "F", "H", "H", "H", "C", "C", "O", "C", "O", "O", "F", "H", "H", "H", "C", "C", "O", "C", "O", "O", "F", "H", "H", "H"],
  "coordinates": [[6.591, -1.173, -0.402], [5.843, -1.343, -1.640], [6.461, -1.570, -2.850], [4.252, -1.277, -1.482], [3.647, -0.092, -1.882], [4.418, 1.075, -2.464], [5.307, 1.818, -1.454], [6.010, 2.972, -2.199], [7.264, 2.299, -3.330], [2.276, 0.018, -1.774], [1.533, -1.021, -1.285], [2.123, -2.218, -0.893], [3.518, -2.341, -0.984], [4.214, -3.631, -0.578], [3.919, -4.740, -1.636], [4.724, -4.459, -2.931], [3.769, -3.537, -4.145], [1.220, -3.305, -0.395], [1.609, -4.386, 0.032], [-0.278, -3.088, -0.447], [-1.094, -4.126, -0.073], [-2.459, -4.024, -0.069], [-3.244, -5.084, 0.324], [-3.047, -2.819, -0.462], [-4.555, -2.724, -0.406], [-5.143, -1.463, -1.070], [-5.014, -1.529, -2.620], [-6.364, -1.184, -3.273], [-6.762, 0.135, -2.922], [-2.227, -1.798, -0.855], [-0.855, -1.899, -0.856], [0.045, -0.771, -1.238], [-0.435, 0.322, -1.504], [6.302, -1.894, 0.254], [7.592, -1.291, -0.551], [7.324, -1.952, -2.644], [4.979, 0.793, -3.362], [3.675, 1.805, -2.817], [6.115, 1.207, -1.043], [4.746, 2.274, -0.630], [5.309, 3.542, -2.812], [6.571, 3.617, -1.522], [1.798, 0.938, -2.099], [5.284, -3.514, -0.385], [3.765, -3.975, 0.361], [4.186, -5.720, -1.230], [2.873, -4.678, -1.929], [5.037, -5.381, -3.426], [5.637, -3.917, -2.675], [-0.639, -5.055, 0.263], [-3.406, -5.011, 1.273], [-4.870, -2.698, 0.650], [-5.033, -3.614, -0.832], [-6.198, -1.336, -0.802], [-4.598, -0.606, -0.656], [-4.724, -2.550, -2.897], [-4.276, -0.816, -3.003], [-6.277, -1.258, -4.380], [-7.117, -1.921, -2.955], [-7.180, 0.138, -2.057], [-2.707, -0.870, -1.150], [-1.876, 0.134, 2.442], [-1.032, 0.193, 3.684], [-1.713, -0.687, 4.569], [-2.333, -1.616, 3.781], [-2.768, -2.648, 4.178], [-2.377, -1.213, 2.493], [-1.026, 1.438, 4.226], [-2.702, 0.822, 2.474], [-1.305, 0.307, 1.534], [-0.007, -0.149, 3.549], [3.853, -4.986, 3.829], [5.118, -5.788, 4.002], [5.971, -5.233, 3.016], [5.583, -3.937, 2.851], [6.230, -3.107, 2.303], [4.362, -3.719, 3.398], [4.919, -7.098, 3.726], [3.204, -5.400, 3.055], [3.286, -4.887, 4.751], [5.585, -5.691, 4.984], [-1.678, 4.367, 5.412], [-0.772, 5.555, 5.246], [-1.623, 6.514, 4.643], [-2.888, 6.230, 5.071], [-3.808, 6.972, 4.982], [-2.952, 4.988, 5.619], [0.253, 5.277, 4.399], [-1.717, 3.746, 4.518], [-1.399, 3.746, 6.261], [-0.374, 5.956, 6.179], [3.965, 1.904, 5.455], [2.835, 1.154, 6.115], [1.777, 1.316, 5.187], [2.354, 1.446, 3.958], [1.773, 1.336, 2.930], [3.678, 1.711, 4.067], [2.481, 1.720, 7.292], [3.943, 2.969, 5.688], [4.943, 1.505, 5.712], [3.027, 0.090, 6.268], [-1.419, 5.320, -0.018], [-0.551, 5.346, 1.212], [-1.255, 4.494, 2.105], [-1.922, 3.599, 1.326], [-2.392, 2.585, 1.734], [-1.972, 4.002, 0.039], [-0.485, 6.587, 1.744], [-2.223, 6.056, 0.027], [-0.855, 5.467, -0.936], [0.459, 4.960, 1.062], [-0.747, 6.741, 10.733], [-1.367, 7.190, 9.435], [-0.299, 7.036, 8.513], [0.481, 6.021, 8.995], [1.298, 5.449, 8.357], [0.188, 5.753, 10.291], [-1.723, 8.494, 9.481], [-0.214, 7.548, 11.237], [-1.472, 6.312, 11.421], [-2.220, 6.591, 9.110], [-6.299, 0.544, -7.623], [-6.285, -0.357, -8.828], [-5.857, -1.593, -8.287], [-6.273, -1.608, -6.984], [-6.321, -2.586, -6.319], [-6.631, -0.360, -6.565], [-5.380, 0.058, -9.747], [-5.321, 0.988, -7.427], [-7.037, 1.338, -7.701], [-7.257, -0.487, -9.308], [-2.927, -2.813, -10.154], [-3.215, -2.643, -11.624], [-2.057, -1.977, -12.090], [-1.030, -2.363, -11.273], [0.117, -2.213, -11.522], [-1.504, -2.948, -10.141], [-4.295, -1.850, -11.833], [-3.215, -1.938, -9.569], [-3.407, -3.692, -9.730], [-3.342, -3.579, -12.171]],
  "smiles": "NB(O)c1c(CCCCl)cc2c(c1CCCCl)C(=O)c1cc(O)c(CCCCO)cc1C2=O.O=C1OC[C@@H](F)O1.O=C1OC[C@@H](F)O1.O=C1OC[C@@H](F)O1.O=C1OC[C@@H](F)O1.O=C1OC[C@@H](F)O1.O=C1OC[C@@H](F)O1.O=C1OC[C@@H](F)O1.O=C1OC[C@@H](F)O1",
  "charge": 0,
  "spin_multiplicity": 1,
  "molar_mass_g_mol": 1340.62,
  "largest_force_ev_per_a": 1.596,
  "homo_lumo_gap_ev": 8.39
}